<a>
This record from OMol25 describes 2 unconnected molecules or ions with the total composition C2H8NO2. The level of theory is wB97M-V/def2-TZVPD.

## Properties
2S+1   2
LUMO (spin up / spin down)   0.343 / 0.176 eV
Charge   0
HOMO-LUMO gap (spin up / spin down)   3.18 / 8.76 eV

Each atom is followed by the atoms it is bonded to, with distances in Å.
CARTESIAN COORDINATES (ANGSTROEM)
1 C 1.33349 -1.41755 1.12434  N2 1.504, H3 1.099, H4 1.084, H5 1.088
2 N -0.11600 -1.28666 0.74597  C1 1.504, H6 1.040, H7 1.013, H8 1.020
3 H 2.03901 -1.09936 0.34427  C1 1.099
4 H 1.56315 -2.36352 1.60014  C1 1.084
5 H 1.49918 -0.61524 1.84094  C1 1.088
6 H -0.19432 -0.27487 0.51866  N2 1.040
7 H -0.35991 -1.98285 0.05210  N2 1.013
8 H -0.70632 -1.43994 1.56295  N2 1.020
9 O -0.60684 0.75931 -0.74916  C10 1.270
10 C -0.94499 1.68634 -1.54851  O9 1.270, O11 1.386, H12 1.100
11 O -1.28277 2.95271 -1.09677  C10 1.386, H13 0.955
12 H -1.11857 1.48432 -2.61589  C10 1.100
13 H -1.10512 3.59732 -1.77904  O11 0.955

Löwdin charges in e: -0.087, 0.097, 0.098, 0.077, 0.084, 0.071, 0.137, 0.140, -0.219, -0.493, -0.047, 0.078, 0.063



<b>
This record from OMol25 describes 2 unconnected molecules or ions with the total composition C2H8NO2. The level of theory is wB97M-V/def2-TZVPD.

## Properties
2S+1   2
LUMO (spin up / spin down)   0.684 / -2.513 eV
Charge   0
HOMO-LUMO gap (spin up / spin down)   9.86 / 6.62 eV

Each atom is followed by the atoms it is bonded to, with distances in Å.
CARTESIAN COORDINATES (ANGSTROEM)
1 N -2.23715 1.30188 -0.31234  C2 1.464, H4 1.014, H5 1.014
2 C -0.84355 1.19375 0.12444  N1 1.464, O3 1.414, H6 1.094, H7 1.093
3 O -0.62973 0.06323 0.94577  C2 1.414, H8 0.997
4 H -2.50217 0.40394 -0.70236  N1 1.014
5 H -2.77197 1.41842 0.54158  N1 1.014
6 H -0.22806 1.12616 -0.77717  C2 1.094
7 H -0.62356 2.14025 0.62425  C2 1.093
8 H 0.01323 -0.48358 0.41435  O3 0.997
9 C 2.42324 -1.50300 -0.59065  O10 1.376, H11 1.097, H12 1.093, H13 1.090
10 O 1.24577 -0.94015 -0.15407  C9 1.376
11 H 3.21457 -1.20525 0.10802  C9 1.097
12 H 2.33807 -2.59183 -0.53801  C9 1.093
13 H 2.66493 -1.16892 -1.59961  C9 1.090

Löwdin charges in e: 0.001, -0.371, -0.094, 0.060, 0.058, 0.102, 0.108, -0.022, -0.123, -0.017, 0.116, 0.097, 0.085



Of them, <a> has the lowest stability.



<a>
This record from OMol25 describes a single CHF2NO2 molecule. The level of theory is wB97M-V/def2-TZVPD.

## Properties
2S+1   1
LUMO   0.915 eV
Charge   0
HOMO-LUMO gap   12.53 eV
SMILES   O=CON(F)F

Each atom is followed by the atoms it is bonded to, with distances in Å.
CARTESIAN COORDINATES (ANGSTROEM)
1 O -0.82953 -1.52974 -1.57187  C2 1.175
2 C -0.24050 -0.59755 -1.16497  O1 1.175, O3 1.334, H7 1.188
3 O -0.32402 -0.41141 0.15356  C2 1.334, N4 1.539
4 N 0.47154 0.70842 0.84684  O3 1.539, F5 1.370, F6 1.387
5 F 0.96931 0.18574 2.01103  N4 1.370
6 F -0.57581 1.46422 1.35287  N4 1.387
7 H 0.52900 0.18032 -1.62747  C2 1.188

Löwdin charges in e: 0.127, -0.381, 0.010, 0.023, 0.032, 0.009, 0.180



<b>
This record from OMol25 describes a single CHF2NO2 molecule. The level of theory is wB97M-V/def2-TZVPD.

## Properties
2S+1   1
LUMO   0.799 eV
Charge   0
HOMO-LUMO gap   12.60 eV
SMILES   O=CON(F)F

Each atom is followed by the atoms it is bonded to, with distances in Å.
CARTESIAN COORDINATES (ANGSTROEM)
1 O 1.75680 0.71221 -1.33814  C2 1.184
2 C 1.07330 0.23078 -0.49993  O1 1.184, O3 1.380, H7 1.215
3 O -0.30465 0.29000 -0.55711  C2 1.380, N4 1.366
4 N -0.82150 -0.21829 0.60030  O3 1.366, F5 1.461, F6 1.301
5 F -1.35341 -1.53575 0.25902  N4 1.461
6 F -1.81235 0.56290 0.91692  N4 1.301
7 H 1.46181 -0.04185 0.61894  C2 1.215

Löwdin charges in e: 0.123, -0.306, 0.029, -0.121, -0.016, 0.094, 0.195



Of them, <a> has the lowest stability.



<a>
This record from OMol25 describes a single C3H7ClFN molecule. The level of theory is wB97M-V/def2-TZVPD.

## Properties
2S+1   1
LUMO   0.887 eV
Charge   0
HOMO-LUMO gap   10.84 eV
SMILES   C[C@](F)(Cl)CN

Each atom is followed by the atoms it is bonded to, with distances in Å.
CARTESIAN COORDINATES (ANGSTROEM)
1 C -1.58111 -0.85943 -0.24993  C2 1.520, H7 1.124, H8 1.027, H9 1.074
2 C -0.41077 0.10775 -0.17093  C1 1.520, F3 1.412, Cl4 1.879, C5 1.518
3 F -0.67679 1.21872 0.65887  C2 1.412
4 Cl -0.32545 0.92863 -1.85952  C2 1.879
5 C 0.97732 -0.26013 0.31976  C2 1.518, N6 1.497, H10 1.122, H11 1.176
6 N 1.95498 0.84163 0.58866  C5 1.497, H12 1.092, H13 1.068
7 H -2.55806 -0.32636 -0.09035  C1 1.124
8 H -1.59466 -1.05468 -1.25774  C1 1.027
9 H -1.63624 -1.74537 0.35538  C1 1.074
10 H 0.77387 -0.72831 1.31942  C5 1.122
11 H 1.38781 -1.08442 -0.41219  C5 1.176
12 H 1.40316 1.63295 1.10032  N6 1.092
13 H 2.28596 1.32902 -0.30176  N6 1.068

Löwdin charges in e: -0.070, -0.766, -0.094, 0.581, -0.288, -0.029, 0.113, 0.011, 0.082, 0.125, 0.151, 0.104, 0.080



<b>
This record from OMol25 describes a single C3H7ClFN molecule. The level of theory is wB97M-V/def2-TZVPD.

## Properties
2S+1   1
LUMO   0.947 eV
Charge   0
HOMO-LUMO gap   10.36 eV
SMILES   C[C@@](F)(Cl)CN

Each atom is followed by the atoms it is bonded to, with distances in Å.
CARTESIAN COORDINATES (ANGSTROEM)
1 C -1.09355 1.47296 -0.38128  C2 1.544, H7 1.091, H8 1.078, H9 1.061
2 C -0.11751 0.35637 0.04935  C1 1.544, F3 1.409, Cl4 1.772, C5 1.513
3 F 0.12236 0.36672 1.43743  C2 1.409
4 Cl -1.13802 -1.07987 -0.13580  C2 1.772
5 C 1.15066 0.27832 -0.77249  C2 1.513, N6 1.406, H10 1.074, H11 1.032
6 N 2.21346 -0.35627 -0.10675  C5 1.406, H12 1.005, H13 1.014
7 H -0.66342 2.46674 -0.24961  C1 1.091
8 H -1.92130 1.38784 0.30398  C1 1.078
9 H -1.44738 1.37745 -1.37732  C1 1.061
10 H 1.42692 1.27780 -1.05266  C5 1.074
11 H 1.00176 -0.25554 -1.64334  C5 1.032
12 H 2.26353 -1.35845 -0.04368  N6 1.005
13 H 2.45314 0.00948 0.80807  N6 1.014

Löwdin charges in e: -0.102, -0.838, -0.058, 0.690, -0.292, 0.011, 0.086, 0.066, 0.069, 0.118, 0.094, 0.077, 0.080



Of them, <a> has the lowest stability.